No. 1
{"formula": "C13H23BrNPPd", "method": "ωB97M-V/def2-TZVPD", "symbols": ["C", "C", "C", "C", "C", "C", "C", "C", "N", "Pd", "C", "P", "H", "H", "H", "H", "H", "H", "H", "H", "C", "C", "H", "C", "C", "H", "H", "H", "H", "H", "H", "H", "H", "H", "H", "H", "H", "H", "H", "Br"], "positions_angstrom": [[2.305, 2.228, 0.881], [0.940, 2.406, 1.069], [0.057, 1.310, 1.077], [0.617, 0.034, 1.095], [1.966, -0.159, 0.796], [2.822, 0.944, 0.712], [-1.411, 1.565, 1.060], [-1.823, 2.550, -0.080], [-1.811, 1.957, -1.385], [-0.406, -1.599, 1.838], [2.442, -1.565, 0.574], [0.897, -2.530, 0.321], [0.523, 3.407, 1.192], [3.880, 0.776, 0.513], [2.966, 3.096, 0.847], [2.964, -2.001, 1.443], [3.085, -1.684, -0.309], [-1.981, 0.632, 0.965], [-1.737, 2.023, 2.008], [-2.859, 2.878, 0.127], [1.294, -4.269, 0.449], [0.460, -2.214, -1.397], [-1.164, 3.431, -0.086], [-0.924, 2.420, -2.407], [-2.944, 1.175, -1.793], [-1.256, -3.045, 2.339], [-1.383, 3.216, -3.024], [-0.003, 2.812, -1.952], [-0.672, 1.584, -3.079], [-3.685, 1.785, -2.345], [-2.625, 0.363, -2.464], [-3.430, 0.746, -0.904], [1.350, -2.355, -2.023], [-0.320, -2.935, -1.671], [0.074, -1.195, -1.516], [2.346, -4.432, 0.183], [1.105, -4.610, 1.472], [0.645, -4.817, -0.245], [-0.600, -3.347, 2.031], [-1.702, -0.582, 3.687]], "mulliken_spin": [0.036, 0.001, -0.242, 0.666, 0.064, -0.005, 0.066, 0.001, 0.006, 0.834, 0.047, 0.166, 0.006, 0.002, 0.003, -0.008, 0.008, -0.030, 0.011, -0.003, 0.011, 0.019, 0.001, -0.001, 0.000, 0.023, 0.000, 0.001, 0.000, 0.000, 0.000, -0.001, 0.011, 0.004, -0.018, 0.010, 0.003, 0.001, 0.060, 0.249], "e_lumo_ev": [0.52, -2.50], "mol_weight_g_mol": 410.63, "relative_energy_kj_mol": 93.6, "multiplicity": 3, "largest_force_ev_per_a": 3.1, "orbital_gap_ev": [6.1, 5.2]}

***

No. 2
{"formula": "C27H74O29P2S7", "method": "ωB97M-V/def2-TZVPD", "symbols": ["O", "S", "O", "O", "C", "C", "C", "H", "H", "H", "H", "H", "H", "H", "H", "O", "S", "O", "O", "C", "C", "C", "H", "H", "H", "H", "H", "H", "H", "H", "O", "S", "O", "O", "C", "C", "C", "H", "H", "H", "H", "H", "H", "H", "H", "O", "S", "O", "O", "C", "C", "C", "H", "H", "H", "H", "H", "H", "H", "H", "O", "S", "O", "O", "C", "C", "C", "H", "H", "H", "H", "H", "H", "H", "H", "O", "S", "O", "O", "C", "C", "C", "H", "H", "H", "H", "H", "H", "H", "H", "O", "S", "O", "O", "C", "C", "C", "H", "H", "H", "H", "H", "H", "H", "H", "C", "O", "P", "O", "O", "C", "O", "C", "H", "H", "H", "H", "H", "H", "H", "H", "H", "C", "O", "P", "O", "O", "C", "O", "C", "H", "H", "H", "H", "H", "H", "H", "H", "H"], "positions_angstrom": [[1.594, -0.577, 5.878], [2.958, -0.128, 5.683], [3.758, -0.830, 4.757], [2.957, 1.480, 5.187], [2.002, 1.990, 4.285], [2.471, 3.387, 4.002], [3.782, -0.137, 7.340], [0.984, 2.059, 4.669], [2.209, 1.391, 3.398], [2.340, 3.920, 4.943], [1.763, 3.955, 3.398], [3.545, 3.498, 3.853], [3.912, -1.211, 7.471], [2.924, 0.176, 7.936], [4.778, 0.299, 7.417], [-1.813, -1.515, -4.602], [-0.394, -1.672, -5.020], [0.022, -2.935, -5.628], [0.048, -0.385, -6.004], [1.358, -0.021, -6.192], [1.606, 1.193, -7.182], [0.629, -1.327, -3.487], [1.822, -0.815, -6.778], [1.901, 0.223, -5.278], [1.158, 0.981, -8.153], [2.640, 1.391, -7.465], [1.120, 2.088, -6.794], [0.574, -0.246, -3.360], [1.697, -1.495, -3.625], [0.411, -1.862, -2.563], [-3.699, -3.846, 2.018], [-4.039, -4.718, 0.860], [-5.392, -5.114, 0.482], [-3.350, -3.925, -0.439], [-3.868, -2.607, -0.761], [-3.230, -2.111, -2.021], [-3.010, -6.202, 0.832], [-3.681, -1.768, -0.090], [-4.913, -2.738, -1.042], [-3.218, -2.949, -2.717], [-2.199, -1.771, -1.917], [-3.803, -1.245, -2.353], [-3.571, -6.844, 1.511], [-2.055, -5.865, 1.236], [-3.025, -6.553, -0.200], [3.882, -6.198, -3.519], [3.325, -5.905, -2.228], [3.625, -4.694, -1.485], [1.650, -5.979, -2.429], [0.971, -4.785, -2.514], [-0.536, -4.911, -2.788], [3.498, -7.456, -1.196], [1.341, -4.171, -3.335], [1.205, -4.320, -1.556], [-0.775, -5.512, -3.666], [-0.888, -3.881, -2.855], [-0.933, -5.395, -1.896], [4.520, -7.835, -1.212], [2.826, -8.185, -1.649], [3.193, -7.227, -0.175], [1.063, 4.863, -0.984], [1.338, 6.010, -1.865], [2.621, 6.702, -1.780], [0.896, 5.539, -3.435], [1.931, 4.950, -4.146], [1.346, 4.939, -5.489], [-0.125, 7.137, -1.561], [2.309, 3.990, -3.793], [2.753, 5.666, -4.147], [0.854, 5.762, -6.007], [0.496, 4.279, -5.663], [2.025, 4.525, -6.234], [-0.310, 7.583, -0.584], [-0.986, 6.594, -1.950], [0.006, 8.025, -2.179], [-4.826, 5.089, -1.013], [-3.859, 4.718, 0.040], [-2.427, 4.827, -0.212], [-4.255, 5.646, 1.393], [-5.658, 5.875, 1.723], [-6.092, 7.098, 1.013], [-4.122, 2.982, 0.695], [-5.755, 6.118, 2.781], [-6.251, 4.970, 1.584], [-7.108, 7.321, 1.339], [-6.165, 7.101, -0.074], [-5.449, 7.915, 1.339], [-3.712, 2.344, -0.088], [-5.143, 2.791, 1.026], [-3.522, 2.939, 1.603], [-3.071, -6.117, 3.950], [-3.170, -5.694, 5.332], [-3.244, -6.717, 6.385], [-1.878, -4.651, 5.792], [-1.448, -3.687, 4.889], [-1.734, -2.220, 5.391], [-4.707, -4.467, 5.325], [-1.674, -3.842, 3.834], [-0.361, -3.765, 4.857], [-2.802, -2.059, 5.532], [-1.474, -1.504, 4.612], [-1.228, -1.918, 6.309], [-4.805, -4.141, 4.289], [-4.465, -3.698, 6.058], [-5.549, -5.086, 5.636], [4.974, 4.031, -1.503], [4.465, 3.082, -2.424], [4.299, 1.521, -1.933], [3.771, 0.608, -3.047], [3.454, 1.468, -0.537], [3.047, 0.249, 0.070], [5.814, 1.101, -1.497], [6.831, 0.868, -2.465], [4.625, 5.028, -1.773], [6.046, 3.976, -1.312], [4.524, 3.825, -0.532], [2.724, 0.318, 1.109], [3.909, -0.418, 0.062], [2.242, -0.264, -0.457], [7.013, -0.206, -2.494], [7.753, 1.373, -2.178], [6.642, 1.165, -3.496], [-2.456, 0.209, 2.536], [-2.115, 0.068, 1.135], [-0.543, -0.121, 0.655], [-0.325, -0.220, -0.760], [0.275, 1.122, 1.373], [0.321, 2.425, 0.789], [0.079, -1.349, 1.527], [0.113, -2.634, 1.037], [-1.570, 0.308, 3.163], [-2.837, -0.737, 2.920], [-3.208, 0.983, 2.691], [1.233, 3.006, 0.927], [-0.283, 2.965, 1.518], [-0.082, 2.404, -0.224], [0.723, -3.324, 1.621], [0.533, -2.605, 0.032], [-0.856, -3.126, 0.961]], "mulliken_spin": [0.001, 0.000, 0.000, 0.000, 0.000, 0.000, 0.000, 0.000, 0.000, 0.000, 0.000, 0.000, 0.000, 0.000, 0.000, 0.000, 0.000, 0.000, 0.000, 0.000, 0.000, 0.000, 0.000, 0.000, 0.000, 0.000, 0.000, 0.000, 0.000, 0.000, 0.000, 0.000, 0.000, 0.000, 0.000, 0.000, 0.000, 0.000, 0.000, 0.000, 0.000, 0.000, 0.000, 0.000, 0.000, 0.000, 0.000, 0.000, 0.000, 0.000, 0.000, 0.000, 0.000, 0.000, 0.000, 0.000, 0.000, 0.000, 0.000, 0.000, 0.000, 0.000, 0.000, 0.000, 0.000, 0.000, 0.000, 0.000, 0.000, 0.000, 0.000, 0.000, 0.000, 0.000, 0.000, 0.000, 0.000, 0.000, 0.000, 0.000, 0.000, 0.000, 0.000, 0.000, 0.000, 0.000, 0.000, 0.000, 0.000, 0.000, 0.028, -0.017, 0.008, 0.540, 0.069, 0.133, 0.060, 0.011, 0.136, 0.014, 0.004, 0.001, 0.006, 0.000, 0.007, 0.000, 0.000, 0.000, 0.000, 0.000, 0.000, 0.000, 0.000, 0.000, 0.000, 0.000, 0.000, 0.000, 0.000, 0.000, 0.000, 0.000, 0.000, 0.000, -0.001, 0.000, 0.001, 0.000, 0.000, 0.001, -0.001, 0.001, 0.001, 0.000, 0.000, 0.000, 0.000, 0.000, 0.000], "e_lumo_ev": [-3.62, -10.03], "mol_weight_g_mol": 1149.28, "multiplicity": 2, "largest_force_ev_per_a": 5.3, "orbital_gap_ev": [8.2, 1.8], "charge": 1}

***

No. 3
{"formula": "H20O10", "method": "ωB97M-V/def2-TZVPD", "symbols": ["O", "H", "H", "O", "H", "H", "O", "H", "H", "O", "H", "H", "O", "H", "H", "O", "H", "H", "O", "H", "H", "O", "H", "H", "O", "H", "H", "O", "H", "H"], "positions_angstrom": [[-0.071, -0.472, -0.429], [-0.554, 0.349, -0.339], [0.771, -0.215, -0.805], [-3.197, -1.351, 1.038], [-3.211, -0.720, 0.318], [-2.872, -2.160, 0.641], [1.281, 2.180, -0.067], [0.668, 2.911, -0.155], [2.143, 2.572, -0.204], [-0.732, 1.838, 2.978], [-0.656, 1.089, 2.387], [-1.660, 1.867, 3.211], [-0.351, -2.452, -2.712], [-0.106, -2.425, -1.787], [-0.521, -1.538, -2.942], [0.786, 0.971, -3.454], [0.670, 0.307, -4.133], [1.617, 0.745, -3.037], [-1.945, 1.893, 0.382], [-1.488, 2.385, 1.064], [-1.913, 2.462, -0.387], [2.630, -2.183, -0.876], [3.083, -1.349, -0.999], [1.936, -1.988, -0.246], [-0.328, -1.369, 2.169], [-0.299, -1.166, 1.234], [-1.240, -1.611, 2.333], [2.219, -0.321, 1.639], [1.925, 0.500, 1.245], [1.415, -0.747, 1.936]], "nbo_charge": [-0.983, 0.504, 0.488, -0.949, 0.479, 0.473, -0.960, 0.479, 0.483, -0.945, 0.482, 0.471, -0.941, 0.478, 0.463, -0.942, 0.475, 0.468, -0.967, 0.490, 0.473, -0.933, 0.462, 0.473, -0.997, 0.490, 0.495, -0.967, 0.469, 0.489], "e_lumo_ev": -0.37, "mol_weight_g_mol": 180.15, "relative_energy_kj_mol": 245.9, "multiplicity": 1, "largest_force_ev_per_a": 0.8, "orbital_gap_ev": 10.6}

***

No. 4
{"formula": "C2H5O4Tl", "method": "ωB97M-V/def2-TZVPD", "symbols": ["Tl", "C", "C", "O", "O", "H", "H", "H", "O", "H", "O", "H"], "positions_angstrom": [[5.138, -16.884, -11.950], [6.969, -14.514, -15.634], [6.492, -15.897, -15.697], [6.682, -16.495, -16.768], [5.988, -16.534, -14.761], [7.960, -14.467, -15.181], [6.175, -14.084, -15.023], [6.882, -14.007, -16.595], [5.341, -15.644, -9.388], [4.723, -14.926, -9.148], [5.614, -19.127, -13.810], [6.522, -18.953, -13.492]], "nbo_charge": [1.081, -0.731, 0.746, -0.498, -0.534, 0.246, 0.221, 0.250, -0.966, 0.435, -0.671, 0.419], "e_lumo_ev": -5.57, "mol_weight_g_mol": 297.44, "relative_energy_kj_mol": 333.5, "multiplicity": 1, "largest_force_ev_per_a": 3.7, "orbital_gap_ev": 3.6}